[1]
15
Properties=species:S:1:pos:R:3 method="wB97M-V/def2-TZVPD" e_above_lowest_ev=2.233 total_charge=0 homo_lumo_gap_ev=10.06 multiplicity=1
C 2.02 -0.13 1.78
C 1.96 -0.60 0.56
N 1.83 -1.09 -0.56
H 1.96 -0.82 2.62
H 2.28 0.91 1.94
H 0.79 -1.26 -0.71
C -1.50 -0.83 -1.13
C -1.21 0.07 -0.20
C -0.79 1.47 -0.51
H -1.37 -0.64 -2.19
H -1.97 -1.78 -0.89
H -1.34 -0.17 0.86
H 0.13 1.75 0.01
H -1.58 2.15 -0.17
H -0.64 1.64 -1.58

=====

[2]
13
Properties=species:S:1:pos:R:3 method="wB97M-V/def2-TZVPD" e_above_lowest_ev=6.282 total_charge=0 homo_lumo_gap_ev=11.43 multiplicity=1
C 0.23 1.00 -0.38
C -0.41 0.90 0.92
N -1.56 0.40 1.10
N -2.44 0.05 0.14
O -3.23 0.86 -0.24
O -2.39 -1.12 -0.13
H -0.57 1.40 -0.94
H 1.18 1.67 -0.20
H 0.42 0.09 -0.75
H 0.22 1.15 1.72
O 0.22 -2.10 -0.14
H -0.33 -1.45 0.21
H -0.04 -2.97 0.24

=====

[3]
16
Properties=species:S:1:pos:R:3 method="wB97M-V/def2-TZVPD" e_above_lowest_ev=3.258 total_charge=0 homo_lumo_gap_ev=9.95 multiplicity=1
C 1.34 0.01 -1.02
C 0.33 0.02 0.10
N 1.28 -0.26 1.28
C -0.59 -1.18 -0.15
C -1.85 -0.83 0.09
C -1.79 0.69 0.04
C -0.61 1.13 0.13
H 1.97 0.91 -1.02
H 1.87 -0.84 -0.89
H 0.95 -0.22 -2.07
H 1.83 0.64 1.11
H 0.74 -0.10 2.21
H 0.10 -2.11 -0.07
H -2.82 -1.35 0.26
H -2.75 1.38 -0.04
H -0.01 2.07 0.05

=====

[4]
11
Properties=species:S:1:pos:R:3 method="wB97M-V/def2-TZVPD" e_above_lowest_ev=3.011 total_charge=0 homo_lumo_gap_ev=9.86 multiplicity=1
O -1.07 2.21 0.88
C -0.53 1.18 0.53
C -0.41 0.78 -0.89
C 0.16 -0.39 -1.22
N 0.57 -1.31 -0.22
C 0.69 -0.72 1.05
N 0.11 0.35 1.48
H -0.81 1.45 -1.64
H 0.35 -0.68 -2.26
H -0.33 -1.50 0.58
H 1.27 -1.37 1.71

=====

[5]
15
Properties=species:S:1:pos:R:3 method="wB97M-V/def2-TZVPD" e_above_lowest_ev=1.103 total_charge=+1 homo_lumo_gap_ev=7.55 multiplicity=1
C -0.41 -0.06 0.81
C -0.61 -1.72 0.51
C 1.51 0.58 -0.31
C 0.78 -0.19 1.64
C -0.78 0.96 -1.44
N 0.12 0.59 -0.35
O 2.34 0.95 -1.02
O 1.80 0.16 0.98
S 0.13 -2.38 -0.80
H -1.27 0.46 1.22
H -1.47 -2.09 0.99
H 0.86 -0.43 2.70
H -1.16 0.00 -1.86
H -1.51 1.48 -0.81
H -0.33 1.68 -2.24

=====

[6]
9
Properties=species:S:1:pos:R:3 method="wB97M-V/def2-TZVPD" e_above_lowest_ev=1.842 total_charge=0 homo_lumo_gap_ev=7.07 multiplicity=1
C -0.60 -1.44 -0.06
C 0.56 1.25 0.03
N -1.15 -0.27 -0.26
N -0.81 0.88 -0.19
Se 1.90 -0.16 0.03
H -0.52 -1.79 0.96
H -0.72 -2.20 -0.82
H 0.78 2.02 -0.71
H 0.56 1.72 1.02

=====

[7]
19
Properties=species:S:1:pos:R:3 method="wB97M-V/def2-TZVPD" e_above_lowest_ev=0.422 total_charge=-2 homo_lumo_gap_ev="5.03 / 4.90" multiplicity=2
Cu -0.08 0.19 0.88
N 0.26 -1.48 -1.95
C -0.76 -2.36 -1.37
C -1.95 -1.57 -0.81
O -3.09 -1.92 -1.22
N -1.66 -0.60 0.02
C -2.74 0.31 0.39
C -2.26 1.77 0.32
O -3.11 2.66 0.13
O -1.01 1.95 0.50
H -0.18 -0.74 -2.48
H 0.89 -1.99 -2.55
H -0.29 -2.93 -0.56
H -1.18 -3.06 -2.09
H -3.05 0.13 1.43
H -3.62 0.17 -0.24
Te 1.79 -1.44 1.27
O 0.53 1.00 3.44
C 1.00 1.19 2.40

=====

[8]
63
Properties=species:S:1:pos:R:3 method="wB97M-V/def2-TZVPD" e_above_lowest_ev=1.028 total_charge=+1 homo_lumo_gap_ev=6.57 multiplicity=1
C -3.64 -4.43 3.45
C -3.83 -4.45 1.93
N -4.91 -3.66 1.41
C -6.25 -4.21 1.37
C -7.03 -4.19 2.69
C -4.79 -2.23 1.49
C -4.35 -1.66 0.13
O -4.15 -0.25 0.17
C -3.05 0.27 0.70
C -3.00 1.68 0.73
C -1.91 2.34 1.23
C -0.84 1.61 1.73
N 0.35 2.32 2.24
C 1.27 2.60 1.12
N 1.10 3.77 0.55
C 1.90 4.03 -0.48
C 2.85 3.11 -0.92
C 3.74 3.30 -2.02
C 4.62 2.33 -2.36
C 5.55 2.47 -3.49
C 6.54 3.45 -3.51
Cl 6.67 4.55 -2.18
C 7.44 3.54 -4.56
C 7.34 2.65 -5.61
C 6.36 1.67 -5.63
C 5.47 1.59 -4.57
Cl 4.21 0.42 -4.60
C 4.74 1.09 -1.59
O 5.57 0.23 -1.79
N 3.82 0.93 -0.53
C 3.86 -0.30 0.23
C 2.93 1.88 -0.20
N 2.11 1.64 0.84
C -0.85 0.23 1.70
C -1.95 -0.44 1.20
H -4.48 -4.88 3.96
H -3.51 -3.42 3.82
H -2.75 -5.00 3.71
H -3.99 -5.48 1.61
H -2.90 -4.11 1.45
H -6.81 -3.64 0.62
H -6.17 -5.24 1.01
H -8.06 -4.48 2.50
H -7.02 -3.20 3.13
H -6.60 -4.89 3.40
H -5.75 -1.77 1.76
H -4.06 -1.94 2.26
H -5.14 -1.81 -0.60
H -3.45 -2.17 -0.23
H -3.85 2.22 0.34
H -1.89 3.42 1.24
H 0.83 1.73 2.93
H 0.06 3.22 2.65
H 1.78 4.99 -0.95
H 3.67 4.22 -2.58
H 8.20 4.30 -4.55
H 8.05 2.71 -6.43
H 6.28 0.98 -6.45
H 4.11 -0.08 1.27
H 2.90 -0.79 0.19
H 4.63 -0.93 -0.20
H -0.01 -0.33 2.08
H -1.95 -1.52 1.19

=====

[9]
73
Properties=species:S:1:pos:R:3 method="wB97M-V/def2-TZVPD" total_charge=+1 homo_lumo_gap_ev=9.07 multiplicity=1
C 5.25 3.46 2.02
C 4.76 2.71 0.79
C 3.81 1.55 1.14
C 4.47 0.17 0.99
C 3.52 -1.03 0.90
N 2.35 -0.85 0.06
C 2.22 -0.39 -1.18
C 3.31 0.10 -2.06
C 3.27 1.63 -2.26
C 2.70 2.00 -3.62
O 2.83 3.38 -3.88
N 0.95 -0.44 -1.60
C 0.24 -0.97 -0.59
N -1.06 -1.19 -0.66
N -1.68 -1.80 0.42
C -1.79 -0.75 -1.88
C -3.20 -1.29 -1.94
C -3.69 -1.33 -3.38
O -3.96 -0.41 -1.13
C -5.17 -0.96 -0.59
C -5.53 -0.20 0.65
C -5.39 -0.78 1.90
C -5.70 -0.05 3.04
C -6.15 1.25 2.93
C -6.29 1.83 1.68
C -5.99 1.10 0.54
N 1.06 -1.23 0.47
N 0.88 -1.73 1.74
C 0.70 -3.16 1.88
C 0.67 -4.03 0.65
O 0.66 -3.60 2.99
C 0.07 -0.86 2.61
C 0.54 0.56 2.68
O -0.85 -1.30 3.21
H 4.42 3.94 2.54
H 5.97 4.23 1.74
H 5.75 2.78 2.71
H 4.27 3.39 0.10
H 5.63 2.31 0.27
H 3.53 1.65 2.19
H 2.89 1.61 0.57
H 5.17 0.15 0.16
H 5.06 -0.01 1.89
H 4.06 -1.89 0.51
H 3.18 -1.31 1.90
H 4.28 -0.23 -1.71
H 3.13 -0.37 -3.03
H 2.68 2.13 -1.48
H 4.29 2.02 -2.21
H 1.65 1.70 -3.68
H 3.26 1.48 -4.40
H 2.06 3.85 -3.53
H -2.02 -2.72 0.17
H -2.43 -1.21 0.78
H -1.88 0.34 -1.81
H -1.22 -0.97 -2.77
H -3.27 -2.31 -1.54
H -3.04 -1.98 -3.97
H -3.64 -0.33 -3.82
H -4.70 -1.73 -3.44
H -5.97 -0.87 -1.33
H -5.03 -2.02 -0.37
H -5.04 -1.80 1.97
H -5.59 -0.52 4.01
H -6.38 1.81 3.82
H -6.65 2.84 1.60
H -6.10 1.56 -0.43
H -0.18 -4.70 0.75
H 1.57 -4.65 0.68
H 0.65 -3.51 -0.30
H 1.24 0.81 1.89
H -0.33 1.20 2.57
H 0.98 0.73 3.65

=====

[10]
84
Properties=species:S:1:pos:R:3 method="wB97M-V/def2-TZVPD" e_above_lowest_ev=8.636 total_charge=0 homo_lumo_gap_ev=7.61 multiplicity=1
C 0.95 -2.60 0.36
C 0.45 -1.61 1.51
O -0.18 -2.13 2.47
O 0.70 -0.19 1.55
C 2.01 0.11 1.01
O 3.03 -0.47 1.43
C 2.03 1.27 -0.12
C 0.59 1.14 -0.89
C 0.59 0.23 -2.14
C -0.73 0.02 -2.93
C -2.01 0.76 -2.50
C -1.98 1.71 -1.26
S -3.60 2.59 -0.91
O -4.24 2.77 -2.28
O -3.39 3.99 -0.37
C -4.77 1.56 0.11
F -4.49 1.87 1.49
F -4.42 0.20 -0.05
C -6.33 1.88 -0.10
F -6.92 1.85 1.21
F -6.57 3.21 -0.57
C -7.14 0.80 -0.96
F -7.18 -0.50 -0.36
F -8.51 1.24 -0.95
C -6.74 0.71 -2.51
F -7.68 -0.19 -3.11
F -6.91 1.93 -3.21
F -5.47 0.12 -2.74
C -0.69 1.90 -0.42
C -0.64 2.86 0.86
C -0.23 4.33 0.37
F -1.81 2.80 1.69
C -0.43 -0.97 -4.14
O -1.17 -1.42 -5.04
N 1.03 -1.22 -3.98
C 1.73 -0.64 -2.83
O 2.91 -0.78 -2.43
H 0.21 -3.47 0.22
H 1.95 -3.07 0.69
H 1.04 -2.05 -0.65
H 2.05 2.31 0.38
H 2.91 1.18 -0.83
H -2.96 0.60 -3.10
H 0.23 2.48 1.51
H 0.75 4.62 0.93
H -0.99 5.14 0.63
H 0.07 4.32 -0.74
H 1.11 -2.24 -3.79
O 7.77 -1.96 5.60
C 6.69 -1.71 5.14
C 5.37 -2.23 5.66
C 4.44 -1.94 4.51
C 5.07 -0.72 3.87
O 6.48 -0.88 4.09
H 5.10 -1.68 6.56
H 5.43 -3.30 5.87
H 3.40 -1.78 4.81
H 4.46 -2.78 3.80
H 4.74 0.21 4.35
H 4.87 -0.67 2.81
O -1.62 -6.53 -8.20
C -1.21 -5.41 -8.04
C -1.68 -4.19 -8.79
C -0.59 -3.18 -8.48
C -0.10 -3.64 -7.13
O -0.27 -5.06 -7.12
H -2.65 -3.87 -8.38
H -1.76 -4.38 -9.86
H -0.93 -2.15 -8.49
H 0.22 -3.28 -9.22
H -0.69 -3.21 -6.31
H 0.95 -3.40 -6.97
O 1.75 3.92 4.42
C 2.14 3.27 5.35
C 1.40 2.14 6.01
C 2.16 1.97 7.30
C 3.55 2.41 6.91
O 3.37 3.42 5.92
H 1.46 1.26 5.37
H 0.36 2.42 6.19
H 2.13 0.95 7.69
H 1.76 2.64 8.06
H 4.14 1.60 6.47
H 4.10 2.82 7.76

=====

[11]
10
Properties=species:S:1:pos:R:3 method="wB97M-V/def2-TZVPD" e_above_lowest_ev=2.240 total_charge=0 homo_lumo_gap_ev=8.32 multiplicity=1
C -0.68 0.10 1.19
C -0.16 -0.23 0.01
O 2.20 -0.65 -1.83
Si 1.60 -0.67 -0.35
Cl 2.72 -1.85 0.70
Cl 2.65 2.10 -0.08
H -1.61 0.50 1.32
H -0.26 -0.18 2.06
H -0.80 -0.12 -0.97
H 2.85 0.03 -2.08

=====

[12]
12
Properties=species:S:1:pos:R:3 method="wB97M-V/def2-TZVPD" e_above_lowest_ev=1.079 total_charge=0 homo_lumo_gap_ev=10.11 multiplicity=1
C -0.61 -0.25 -1.86
C -1.46 0.20 -0.95
O -1.13 1.28 -0.18
H -0.74 -1.05 -2.55
H 0.29 0.36 -1.92
H -2.44 -0.21 -0.80
H -1.49 1.21 0.71
C 1.50 -0.31 1.49
H 1.20 0.73 1.37
H 1.67 -0.79 0.54
H 0.79 -0.91 2.06
H 2.41 -0.26 2.09

=====

no.,E (a.u.),molar mass (g/mol)
1,-250.5849,83.1
2,-414.8648,106.1
3,-288.6623,95.1
4,-339.4710,96.1
5,-797.1850,144.2
6,-2589.4180,135.0
7,-2513.1376,349.3
8,-2352.0061,513.4
9,-1567.1249,475.6
10,-3590.0132,833.6
11,-1363.7613,143.0
12,-194.2963,60.1